6
Properties=species:S:1:pos:R:3:lowdin_charge:R:1 method="wB97M-V/def2-TZVPD" smiles=O.O e_homo_ev=-11.67 spin_multiplicity=1 e_above_lowest_kj_mol=31.79 lumo_ev=0.44
O -2.033 -0.036 -0.126 -0.1050
H -2.710 -0.013 0.617 0.0651
H -1.208 0.335 0.283 0.0369
O 2.090 -0.008 -0.085 -0.0797
H 1.827 -0.746 0.487 0.0353
H 1.628 0.777 0.302 0.0474

=====

92
Properties=species:S:1:pos:R:3:lowdin_charge:R:1 method="wB97M-V/def2-TZVPD" e_homo_ev=-7.60 spin_multiplicity=1 e_above_lowest_kj_mol=166.04 lumo_ev=0.33
Sr 0.086 -0.776 -0.751 1.4905
C -1.512 3.477 1.535 -0.0378
C -1.160 2.144 2.125 -0.2815
C 0.129 1.634 2.023 -0.0555
C 0.458 0.428 2.628 -0.0931
C -0.507 -0.292 3.313 -0.0917
C -1.798 0.199 3.402 -0.0777
C -2.118 1.413 2.821 -0.0664
H -0.692 3.859 0.934 0.0663
H -1.736 4.194 2.325 0.0863
H -2.391 3.392 0.901 0.0753
H 0.884 2.212 1.503 0.0993
H 1.473 0.060 2.591 0.1001
H -0.252 -1.236 3.769 0.1086
H -2.557 -0.360 3.930 0.1063
H -3.125 1.801 2.904 0.1152
O 0.012 -4.004 1.862 -0.0798
P 0.069 -2.934 0.670 0.0944
O -1.091 -2.002 0.689 -0.4480
O 1.378 -2.223 0.685 -0.3939
O -0.022 -3.896 -0.636 -0.2385
P -1.019 -3.276 -1.788 0.1712
O -0.663 -4.354 -2.954 -0.1184
O -2.435 -3.400 -1.397 -0.2699
O -0.509 -1.969 -2.310 -0.5381
H -0.817 -4.473 1.800 0.0783
H -1.379 -4.984 -2.961 0.0599
C -4.160 -0.868 -2.349 -0.0303
N -3.450 0.109 -1.531 -0.1132
C -3.376 -0.249 -0.129 -0.0391
C -2.516 0.900 -2.092 -0.3812
N -1.383 1.200 -1.485 0.0438
C -0.786 2.438 -1.673 -0.2595
C -1.565 3.596 -1.803 -0.0597
C -1.005 4.859 -1.869 -0.0984
C 0.367 5.003 -1.782 -0.0995
C 1.161 3.879 -1.643 -0.0460
C 0.620 2.587 -1.607 -0.2563
N 1.456 1.496 -1.368 0.0693
C 2.664 1.441 -1.878 -0.3925
N 3.680 0.883 -1.171 -0.1360
C 4.704 0.073 -1.801 -0.0584
C 3.477 0.580 0.232 -0.0349
N 3.001 1.939 -3.117 -0.1486
C 4.269 2.577 -3.402 -0.0560
C 1.991 2.152 -4.122 -0.0559
N -2.832 1.380 -3.347 -0.1533
C -1.803 1.679 -4.307 -0.0468
C -4.142 1.887 -3.681 -0.0687
H -4.642 -1.583 -1.689 0.0939
H -3.455 -1.426 -2.966 0.0931
H -4.918 -0.409 -2.983 0.0693
H -4.387 -0.228 0.286 0.1014
H -2.735 0.452 0.404 0.0698
H -2.965 -1.250 -0.007 0.0606
H -2.639 3.494 -1.820 0.1138
H -1.642 5.724 -1.968 0.1002
H 0.816 5.985 -1.804 0.0986
H 2.231 3.996 -1.537 0.1152
H 4.548 0.019 -2.875 0.0819
H 4.660 -0.940 -1.400 0.0839
H 5.696 0.485 -1.598 0.0941
H 2.886 1.377 0.677 0.0784
H 4.453 0.533 0.717 0.0992
H 2.942 -0.366 0.366 0.0687
H 4.891 2.598 -2.514 0.0876
H 4.095 3.606 -3.730 0.0935
H 4.805 2.058 -4.203 0.0919
H 1.158 1.478 -3.932 0.0697
H 2.424 1.942 -5.103 0.0897
H 1.620 3.183 -4.126 0.0958
H -0.934 1.065 -4.076 0.0815
H -1.518 2.738 -4.301 0.0912
H -2.174 1.418 -5.301 0.0964
H -4.794 1.850 -2.812 0.0927
H -4.595 1.318 -4.499 0.0896
H -4.054 2.932 -3.999 0.0911
N 2.901 -1.293 -6.428 0.1742
C 2.962 -2.562 -5.945 -0.5049
O 3.201 -3.502 -6.674 0.0664
C 2.820 -2.700 -4.468 -0.1021
C 3.280 -3.881 -3.884 0.0191
C 3.222 -4.013 -2.512 -0.0123
C 2.747 -2.941 -1.769 -0.1407
N 2.288 -1.824 -2.311 0.0449
C 2.292 -1.724 -3.630 -0.0912
H 2.937 -1.184 -7.428 0.1129
H 2.600 -0.520 -5.862 0.0687
H 3.676 -4.654 -4.528 0.1238
H 3.555 -4.913 -2.018 0.1134
H 2.726 -2.986 -0.691 0.0906
H 1.833 -0.819 -4.009 0.1041

=====

13
Properties=species:S:1:pos:R:3:lowdin_charge:R:1 method="wB97M-V/def2-TZVPD" e_homo_ev="-9.14 / -9.95" spin_multiplicity=1 e_above_lowest_kj_mol=231.62 lumo_ev="-2.06 / -1.55"
C -0.007 0.744 0.591 -0.2106
C 0.443 -0.611 -0.220 -0.6424
C -0.194 -0.260 -1.466 -0.2413
N -0.119 1.640 -0.502 0.0123
N -0.324 1.029 -1.633 0.0263
N -2.534 -1.398 -0.328 -0.2020
O -3.500 -1.070 -0.951 0.1279
O -2.246 -2.097 0.604 0.1017
Br 2.445 -0.743 -0.289 0.6285
H -0.944 0.472 1.025 0.0950
H 0.710 1.162 1.306 0.1078
H -0.016 -1.421 0.297 0.0434
H -0.431 -1.027 -2.317 0.1534

=====

21
Properties=species:S:1:pos:R:3:lowdin_charge:R:1 method="wB97M-V/def2-TZVPD" smiles="CNc1nc2ccccc2c(=O)o1" e_homo_ev=-8.31 spin_multiplicity=1 e_above_lowest_kj_mol=132.99 lumo_ev=0.48
C -3.602 -0.888 0.187 -0.0882
N -2.887 0.301 -0.191 0.0034
C -1.567 0.356 -0.136 -0.3921
N -0.733 -0.686 -0.065 0.1632
C 0.574 -0.389 -0.249 -0.2900
C 1.504 -1.471 -0.108 -0.0230
C 2.903 -1.323 -0.026 -0.0518
C 3.440 0.046 0.052 -0.0747
C 2.532 1.091 0.072 -0.0074
C 1.108 0.818 -0.073 -0.0864
C 0.157 2.002 -0.004 -0.3253
O 0.518 3.160 0.033 0.1191
O -1.182 1.634 -0.194 0.1405
H -4.279 -0.569 1.097 0.1156
H -2.849 -1.622 0.599 0.0916
H -4.219 -1.285 -0.667 0.0920
H -3.465 1.178 -0.159 0.1804
H 1.007 -2.501 -0.186 0.1276
H 3.643 -2.174 -0.070 0.1115
H 4.490 0.213 0.030 0.0820
H 2.907 2.109 0.058 0.1122

=====

48
Properties=species:S:1:pos:R:3:lowdin_charge:R:1 method="wB97M-V/def2-TZVPD" s2=12.01 e_homo_ev="-7.61 / -7.61" spin_multiplicity=7 lumo_ev="-1.05 / -3.55"
Yb 1.244 -0.934 -0.964 1.2744
Cl 2.321 -3.073 -0.675 -0.2195
C 2.440 1.161 -0.806 -0.3145
H 1.965 1.723 0.009 -0.0550
H 2.296 1.718 -1.744 -0.0673
H 3.521 1.112 -0.596 -0.0443
Ir 0.829 -0.212 -4.653 1.3327
C -0.089 -1.908 -5.122 -0.3992
C 2.647 -0.679 -5.309 -0.3971
C 0.086 1.400 -5.251 -0.3732
H 2.965 0.152 -5.972 0.0024
H 3.334 -0.751 -4.439 0.0022
H 2.619 -1.633 -5.871 0.0040
H -1.022 -1.626 -5.636 0.0002
H 0.547 -2.515 -5.783 0.0034
H -0.320 -2.451 -4.190 -0.0151
H 0.702 2.333 -5.384 -0.0206
H -1.002 1.639 -5.054 -0.0232
C 1.583 -2.003 3.695 -0.0638
C 0.221 -2.157 3.015 -0.3853
C -0.631 -3.222 3.700 -0.0757
C -0.521 -0.806 2.979 -0.1309
C -1.098 -0.254 4.111 -0.0508
C -1.745 0.988 4.063 -0.0879
C -1.830 1.681 2.856 -0.0546
C -1.263 1.172 1.696 -0.1376
C -1.364 1.905 0.363 -0.3920
C -2.809 1.904 -0.148 -0.0686
C -0.840 3.341 0.438 -0.0673
C -0.567 -0.071 1.755 -0.2964
O 0.095 -0.514 0.731 -0.3283
H 1.461 -1.744 4.756 0.0822
H 2.168 -1.220 3.196 0.0820
H 2.138 -2.943 3.620 0.0764
H 0.395 -2.447 1.966 0.1009
H -0.775 -2.979 4.758 0.0701
H -1.607 -3.301 3.215 0.0832
H -0.141 -4.198 3.634 0.0771
H -1.048 -0.804 5.061 0.1111
H -2.157 1.419 4.977 0.0968
H -2.350 2.642 2.823 0.1089
H -0.741 1.343 -0.357 0.0947
H -3.449 2.473 0.544 0.0826
H -2.870 2.371 -1.135 0.0718
H -3.195 0.882 -0.222 0.0814
H 0.221 3.347 0.717 0.0752
H -0.941 3.819 -0.542 0.0766
H -1.420 3.918 1.177 0.0779

=====

9
Properties=species:S:1:pos:R:3:lowdin_charge:R:1 method="wB97M-V/def2-TZVPD" charge=-1 e_homo_ev=-2.46 spin_multiplicity=1 e_above_lowest_kj_mol=51.58 lumo_ev=4.44
O -0.217 -1.687 1.362 -0.6590
H 0.698 -2.063 1.587 -0.1661
C 0.644 1.147 -0.931 -0.2484
N -0.587 0.539 -0.516 -0.0898
H 1.314 0.909 -0.173 0.0350
H 0.643 2.268 -1.136 0.0678
H 0.821 0.802 -1.961 0.0495
H -0.304 -0.265 0.042 -0.0173
H -1.187 1.189 -0.054 0.0282

=====

19
Properties=species:S:1:pos:R:3:lowdin_charge:R:1 method="wB97M-V/def2-TZVPD" charge=+1 e_homo_ev="-14.13 / -13.74" spin_multiplicity=1 e_above_lowest_kj_mol=593.61 lumo_ev="-4.84 / -5.43"
C 3.406 -0.341 -0.076 -0.0019
C 2.171 -0.768 0.086 0.0998
C -0.341 -0.131 0.052 0.0529
C -2.719 -0.861 0.059 -0.0758
C 0.483 2.059 -0.138 -0.0517
C -1.249 -1.307 0.002 -0.1773
N -0.550 1.125 -0.035 0.0058
H 4.049 -1.052 0.378 0.0794
H 1.903 -1.651 0.586 0.0309
H -3.090 -1.005 1.038 0.0663
H -3.242 -1.600 -0.581 0.1034
H -3.007 0.186 -0.073 0.0708
H 1.361 1.611 0.078 0.0195
H 0.768 2.304 -1.151 0.1231
H 0.304 2.875 0.532 0.1149
H -1.121 -1.794 -0.974 0.1386
H -1.084 -1.906 0.874 0.1196
H -1.515 1.594 -0.211 0.2153
H 3.474 0.664 -0.445 0.0663

=====

86
Properties=species:S:1:pos:R:3:lowdin_charge:R:1 method="wB97M-V/def2-TZVPD" charge=-1 e_homo_ev="-2.47 / -2.46" spin_multiplicity=1 lumo_ev="2.50 / 2.50"
Pt 0.395 0.482 -0.208 0.9174
C 5.405 -2.799 -1.861 -0.0998
C 4.077 -3.529 -1.718 -0.2060
C 2.907 -2.600 -1.820 -0.1483
C 2.014 -2.534 -2.824 -0.1278
C 1.938 -3.269 -4.112 -0.2121
C 0.902 -4.383 -4.081 -0.0984
C 1.118 -1.442 -2.360 -0.2103
N 1.539 -0.855 -1.279 -0.0507
C 2.486 -1.695 -0.758 -0.2627
C 2.851 -1.785 0.530 0.0906
C 2.200 -1.170 1.739 -0.2803
C 2.758 -1.168 3.023 -0.1687
C 4.003 -1.852 3.491 -0.2224
C 3.724 -3.278 3.934 -0.1099
C 1.951 -0.266 3.768 -0.1677
C 0.991 0.191 2.857 -0.2805
C 0.060 1.342 3.105 0.0900
C -0.714 2.000 2.229 -0.2611
N -0.753 1.820 0.871 -0.0465
C -1.956 2.167 0.521 -0.2086
C -2.647 1.937 -0.771 0.0294
C -2.389 0.885 -1.572 -0.2858
N -1.519 -0.156 -1.429 0.0191
C -1.183 -0.535 -2.697 -0.2830
C -0.067 -1.110 -3.187 0.0289
C -2.265 -0.109 -3.582 -0.1382
C -3.015 0.756 -2.886 -0.1387
C -4.233 1.489 -3.349 -0.2018
C -5.507 0.968 -2.697 -0.0940
C -2.488 -0.597 -4.978 -0.2045
C -1.800 0.275 -6.020 -0.0997
C -2.672 2.950 1.562 -0.1276
C -1.812 2.883 2.591 -0.1502
C -1.984 3.501 3.945 -0.2044
C -1.005 4.642 4.185 -0.0978
C -3.967 3.664 1.418 -0.2103
C -5.158 2.735 1.595 -0.0953
N 0.990 -0.617 1.800 -0.0018
C 2.171 0.180 5.178 -0.2214
C 3.042 1.423 5.255 -0.1065
H 6.234 -3.512 -1.808 0.0645
H 5.548 -2.060 -1.066 0.0727
H 5.468 -2.280 -2.824 0.0766
H 4.053 -4.074 -0.767 0.1076
H 4.024 -4.302 -2.492 0.1004
H 2.913 -3.706 -4.358 0.1030
H 1.720 -2.579 -4.934 0.1062
H 1.131 -5.113 -3.296 0.0767
H 0.890 -4.912 -5.039 0.0647
H -0.105 -3.994 -3.901 0.0695
H 3.652 -2.463 0.785 0.0961
H 4.439 -1.288 4.322 0.0963
H 4.751 -1.844 2.691 0.1013
H 3.002 -3.303 4.757 0.0721
H 4.648 -3.754 4.279 0.0601
H 3.318 -3.879 3.113 0.0709
H -0.002 1.618 4.147 0.0971
H -3.358 2.690 -1.069 0.0885
H 0.026 -1.309 -4.242 0.0850
H -4.346 1.401 -4.436 0.0996
H -4.130 2.564 -3.161 0.1085
H -5.652 -0.096 -2.910 0.0779
H -6.376 1.511 -3.083 0.0660
H -5.487 1.099 -1.610 0.0604
H -3.562 -0.624 -5.197 0.1048
H -2.152 -1.636 -5.080 0.1075
H -2.171 1.305 -5.982 0.0732
H -1.996 -0.115 -7.024 0.0650
H -0.715 0.301 -5.876 0.0708
H -1.872 2.744 4.730 0.1079
H -3.001 3.890 4.065 0.1003
H 0.034 4.297 4.153 0.0695
H -1.179 5.086 5.170 0.0649
H -1.126 5.431 3.434 0.0773
H -4.023 4.165 0.446 0.1062
H -4.040 4.470 2.157 0.1033
H -5.163 1.936 0.847 0.0616
H -6.092 3.297 1.491 0.0660
H -5.153 2.271 2.587 0.0772
H 2.639 -0.635 5.742 0.1003
H 1.203 0.366 5.655 0.0998
H 4.025 1.250 4.806 0.0717
H 3.193 1.714 6.299 0.0602
H 2.581 2.268 4.733 0.0680
H 1.824 1.262 0.339 -0.0299